The molecule C4H9NO2, computed with the ωB97M-V functional and the def2-TZVPD basis.

Geometry as XYZ:
```
16
C4H9NO2 the ωB97M-V functional and the def2-TZVPD basis
N -0.5452 -0.6138 2.2730
C 0.2365 -0.1820 1.2275
O 0.3691 -1.1465 0.2790
C 0.8679 1.0012 1.1795
C 0.7100 -0.7047 -1.0285
C -0.3224 0.2185 -1.6766
O -1.6116 -0.2619 -1.3596
H -1.2826 -1.2796 2.1107
H -0.6645 0.0282 3.0393
H 0.6040 1.8062 1.8494
H 1.7246 1.1285 0.5327
H 1.6848 -0.2000 -1.0400
H 0.8039 -1.6271 -1.6038
H -0.1875 1.2543 -1.3373
H -0.1362 0.1937 -2.7641
H -2.2508 0.3850 -1.6812
```

Maximum force, eV/A: 0.4
Highest occupied orbital energy, eV: -7.86
Structure (SMILES): C=C(N)OCCO
Orbital gap, eV: 8.75
Relative energy (zero: lowest compared OMol25 entry of this formula, charge and spin), kJ/mol: 212.6
E_tot, Eh: -363.00457